# C44H39F15GeNO2P2SSr

C44H39F15GeNO2P2SSr as an isolated structure (ωB97M-V/def2-TZVPD, OMol25).

Structure (XYZ):
```
106
Properties=species:S:1:pos:R:3:forces:R:3:lowdin_charge:R:1
O 1.709889 -0.122945 3.810572 0.02 0.08 -0.06 -0.09
S -0.793775 1.095275 -1.986033 -0.22 -0.16 0.05 0.14
C 2.370948 2.105443 -2.557328 -0.04 0.16 -0.28 -0.12
C -0.401168 3.051505 -6.562770 0.00 0.04 0.10 -0.14
C -1.160080 -5.875136 -1.065294 -0.06 -0.01 0.04 -0.12
F 6.094540 0.278933 -2.781141 -0.04 0.01 -0.01 0.13
C -3.329996 1.836468 4.417368 0.05 0.03 0.02 -0.12
H -4.393925 1.134326 1.589516 0.00 -0.05 0.00 0.10
O 1.867783 1.922744 2.916195 -0.01 0.14 -0.01 -0.23
C -1.006380 5.173327 -5.633660 0.01 0.01 0.09 -0.14
C 3.216019 2.288420 -3.639795 0.13 -0.11 -0.05 -0.21
H 0.633548 -5.217856 -1.991716 -0.03 0.01 0.04 0.08
H -2.595664 -2.850433 6.288291 -0.01 0.00 0.03 0.09
C -1.468900 -3.749888 4.679095 -0.02 0.03 0.06 -0.09
C 0.020344 -3.824176 -0.485333 0.02 0.06 -0.05 -0.31
H -3.610770 -0.193029 -0.331937 0.03 0.02 -0.04 0.06
C 4.105537 0.690749 -1.591361 -0.16 -0.01 0.21 -0.14
H -3.037726 2.676775 5.051200 -0.01 0.03 0.02 0.08
H -2.516098 3.019794 2.004938 -0.01 0.01 -0.03 0.07
C 1.640793 4.994302 -0.920681 0.00 0.13 0.13 -0.21
C 1.656836 6.012499 0.019472 0.05 -0.06 -0.08 -0.14
H 3.830706 -5.276770 0.579775 0.01 -0.02 0.00 0.08
F 0.528374 1.414510 -5.208812 0.05 0.01 0.10 0.09
F -1.333739 4.736335 -7.920830 0.02 -0.03 0.06 0.12
C 1.468384 0.563053 2.833575 -0.17 -0.15 -0.09 -0.48
H 2.072804 -5.407939 0.495762 -0.03 0.00 0.02 0.08
H 3.017220 -5.307124 -0.985429 -0.01 -0.03 -0.07 0.05
F 2.163010 1.169638 -0.394313 0.21 0.03 -0.24 -0.04
P -2.374960 0.082615 2.278262 0.10 0.02 0.15 1.03
C -1.343320 -2.482066 2.595330 0.05 -0.04 -0.16 -0.33
N -0.853668 -2.388526 1.295172 -0.11 0.02 0.07 -0.11
F -1.773797 3.913856 -0.667590 0.02 0.01 0.00 0.07
H -2.959314 -6.237302 0.057182 -0.02 -0.01 0.00 0.10
F -0.317396 2.238275 -7.618108 0.01 -0.01 0.01 0.12
C 4.456848 1.679015 -3.735053 -0.04 0.00 0.05 -0.14
C -1.738764 2.709775 2.708215 0.03 0.02 0.04 -0.14
Ge 0.475812 2.718884 -2.443579 0.17 0.07 -0.03 0.59
H -1.307445 1.147754 4.102569 -0.06 -0.02 0.00 0.11
C 0.025351 2.650120 -5.309159 -0.07 0.13 -0.19 -0.24
C 0.537507 -2.424340 -3.385433 -0.03 -0.02 0.01 -0.12
H -5.155191 0.001994 3.709394 0.00 0.01 0.05 0.05
H -1.192604 -4.631250 5.246324 0.00 -0.01 0.00 0.10
F -0.687114 5.606712 -3.376470 0.01 -0.03 -0.03 0.10
H 3.410938 1.759314 4.306012 0.02 0.01 0.04 0.07
H -6.162329 -0.452187 2.335761 -0.02 -0.01 0.00 0.07
Sr 0.127847 -0.138748 0.548389 0.01 -0.20 0.29 0.95
H -1.236982 -6.769757 -1.667007 0.00 -0.03 -0.03 0.09
C -0.919768 4.325718 -6.719545 -0.01 0.00 -0.09 -0.13
F -1.510608 6.401524 -5.791495 0.01 -0.02 0.02 0.12
H -0.066834 -1.601525 -3.004076 -0.04 0.05 0.01 0.03
C -2.538306 -1.627186 4.530969 -0.02 0.09 -0.02 -0.11
H -1.546298 3.543701 3.387743 -0.02 0.04 -0.01 0.08
C -0.621049 4.551524 -0.444248 -0.04 0.14 0.13 -0.24
H -3.636542 1.026045 5.074355 -0.02 0.00 0.00 0.05
C 2.841154 -3.420391 0.123127 -0.03 0.03 0.07 -0.55
C 4.901569 0.868127 -2.706065 -0.01 0.01 -0.02 -0.13
F 2.874658 3.081587 -4.667567 -0.12 0.00 0.05 0.10
H -0.816877 2.526347 2.155512 0.04 0.01 -0.03 0.04
F -1.760288 5.867231 1.164259 -0.01 -0.04 0.01 0.12
H 1.825035 -3.322379 2.038331 -0.01 0.01 0.03 0.07
C -2.104636 -1.460214 3.210650 0.08 0.04 -0.04 -0.30
H -4.198115 2.154858 3.837916 -0.04 0.01 -0.02 0.07
F 4.533149 -0.069252 -0.580452 -0.05 0.05 -0.07 0.13
C -1.029533 -3.611267 3.385051 0.02 -0.03 -0.01 -0.05
C -5.153538 -0.515207 2.753005 -0.02 0.05 -0.05 -0.12
C -4.154747 0.076776 1.763689 -0.02 -0.02 -0.08 -0.54
C 2.695598 -3.714668 -3.139161 -0.05 0.04 -0.07 -0.12
H 2.194028 -4.680926 -3.190392 -0.01 -0.01 0.01 0.06
C -0.643291 5.565260 0.499497 0.06 -0.03 -0.06 -0.14
C -2.245871 -2.753739 5.269683 0.03 -0.06 -0.03 -0.11
C 0.516462 4.227849 -1.167319 -0.02 -0.08 0.06 -0.13
H -3.127349 -0.848188 4.995118 0.02 0.00 -0.02 0.08
C -0.114777 -4.992105 -1.241042 0.12 0.07 -0.09 -0.13
C -0.567511 4.736176 -4.392001 -0.05 0.06 -0.15 -0.21
P 1.389441 -2.647677 -0.737717 -0.10 0.00 -0.11 1.03
H -4.933993 -1.566263 2.938983 0.04 -0.05 0.01 0.07
C -2.165007 1.471274 3.500930 0.00 -0.07 0.02 -0.54
C 2.943825 -4.940803 0.035743 0.06 0.05 0.03 -0.12
C -2.114544 -5.575280 -0.093651 0.00 -0.04 -0.04 -0.10
H -0.411318 -4.381232 2.940358 0.00 -0.02 0.01 0.11
C -4.227789 -0.671323 0.428393 0.01 0.02 0.03 -0.13
F 2.759426 6.735746 0.233136 0.02 -0.01 -0.02 0.12
C 1.802475 -2.621065 -2.556147 0.16 0.02 0.07 -0.55
H -5.255146 -0.714724 0.061349 -0.05 0.01 0.00 0.07
H 2.716004 3.383163 4.025263 0.02 0.00 0.05 0.07
C 2.492274 2.322092 4.132512 -0.02 0.00 -0.12 -0.14
H 2.969844 -3.440069 -4.161395 0.01 -0.02 -0.02 0.08
F 0.509563 7.280014 1.630654 -0.02 -0.05 -0.03 0.13
C 0.509160 6.293269 0.733474 -0.04 0.04 0.06 -0.13
H 3.615777 -3.838726 -2.572632 0.08 0.00 0.04 0.06
H -2.760312 -4.228124 1.419225 -0.03 0.00 0.02 0.11
C 2.765098 -2.988746 1.591948 -0.01 0.01 -0.02 -0.12
F 2.777449 4.801162 -1.612193 -0.05 -0.06 0.00 0.10
F 5.231461 1.864130 -4.806587 0.00 0.03 -0.01 0.12
H 0.803894 -2.186464 -4.416972 0.01 0.01 -0.05 0.08
C -0.036781 3.476243 -4.197011 0.08 -0.12 -0.01 -0.13
H 2.373450 -1.681992 -2.623095 -0.02 -0.08 0.01 0.08
H 3.582653 -3.430056 2.165536 0.03 -0.01 0.01 0.08
C -2.004957 -4.441935 0.675220 -0.01 -0.02 -0.03 -0.05
H 1.834120 2.160736 4.988246 0.00 0.00 0.03 0.07
C 2.871045 1.321882 -1.542009 0.23 -0.15 0.20 -0.22
C -0.932947 -3.524934 0.526259 0.03 0.06 0.10 -0.34
H -0.074770 -3.326637 -3.389853 -0.02 -0.01 0.00 0.07
H 3.724969 -2.959705 -0.337410 -0.03 -0.02 0.02 0.10
H 2.810606 -1.905689 1.714533 0.00 0.01 0.01 0.05
H -3.870615 -1.696884 0.549832 0.01 -0.05 -0.01 0.07
```
Positions in Å, forces in eV/Å.

Output
Net charge ... -1
ΔE to the lowest compared entry with this formula, charge and spin ... 34.9 kJ/mol
HOMO-LUMO gap ... 6.364 eV
HOMO energy ... -0.1604 Ha